{
  "formula": "C47H50AsF3IN4PPbSSi2",
  "method": "wB97M-V/def2-TZVPD",
  "lumo_ev": 0.06,
  "homo_energy_ev": -6.617,
  "fmax_ev_per_a": 0.4,
  "homo_lumo_gap_ev": 6.67,
  "e_above_lowest_kcal_mol": 0.0,
  "species": ["Pb", "I", "As", "S", "P", "Si", "Si", "F", "F", "F", "N", "N", "N", "N", "C", "C", "C", "C", "C", "C", "C", "C", "C", "C", "C", "C", "C", "C", "C", "C", "C", "C", "C", "C", "C", "C", "C", "C", "C", "C", "C", "C", "C", "C", "C", "C", "C", "C", "C", "C", "C", "C", "C", "C", "C", "C", "C", "C", "C", "C", "C", "H", "H", "H", "H", "H", "H", "H", "H", "H", "H", "H", "H", "H", "H", "H", "H", "H", "H", "H", "H", "H", "H", "H", "H", "H", "H", "H", "H", "H", "H", "H", "H", "H", "H", "H", "H", "H", "H", "H", "H", "H", "H", "H", "H", "H", "H", "H", "H", "H", "H"],
  "xyz": [[0.940, 0.633, -0.894], [-1.824, 2.561, 1.035], [0.301, -1.177, -2.925], [3.610, 0.628, -1.237], [-0.918, -0.190, 2.576], [-1.025, -0.218, -4.578], [2.203, -1.767, -4.145], [6.439, -0.844, -1.122], [7.019, -1.551, 0.835], [6.233, 0.445, 0.602], [1.775, 3.104, 0.516], [1.005, 3.081, -2.099], [2.361, -1.275, 0.063], [-2.565, -0.702, -0.029], [0.836, 4.214, -4.200], [-5.146, -0.103, 4.510], [1.034, 5.178, 2.191], [6.097, -0.819, 0.174], [2.215, -2.347, 0.845], [4.545, -2.457, 1.227], [-1.812, -4.178, 2.911], [-2.575, 0.152, 3.389], [-6.139, 1.103, 2.630], [-1.839, -2.814, 2.668], [0.279, -2.565, 3.750], [0.881, 3.068, -3.425], [1.605, 0.407, 3.618], [-6.023, 1.848, 1.499], [1.236, 4.215, 0.015], [0.309, -3.937, 3.994], [1.643, -2.906, -5.528], [-2.083, -1.602, -5.277], [-2.601, -1.758, -0.483], [3.275, -2.974, 1.458], [3.170, -0.373, -4.919], [-0.211, 0.574, -6.071], [0.823, 5.269, 0.824], [0.235, 0.670, 3.730], [2.111, 2.023, 5.326], [-3.684, 0.809, 2.753], [-4.019, -3.758, -0.913], [-0.167, 1.673, 4.613], [2.532, 1.057, 4.421], [-2.618, -3.144, -0.976], [1.982, 3.027, 1.828], [0.762, 2.342, 5.402], [-4.988, 0.595, 3.288], [-0.796, -1.977, 3.087], [-0.732, -4.749, 3.575], [1.080, 5.455, -2.176], [-4.735, 2.186, 1.026], [3.325, -2.762, -3.022], [-4.062, -0.568, 5.188], [3.581, -0.756, -0.190], [1.098, 4.255, -1.475], [0.941, 5.435, -3.555], [-2.787, -0.460, 4.600], [-2.204, 1.015, -3.794], [4.712, -1.359, 0.408], [1.642, 4.046, 2.708], [-3.619, 1.701, 1.642], [-2.407, 0.741, -2.752], [-2.831, -1.922, -4.543], [2.501, -3.329, -6.062], [-0.983, 0.999, -6.721], [2.581, 0.140, -5.684], [-1.946, -0.919, 5.107], [-1.464, -2.472, -5.517], [-3.976, -4.799, -1.231], [1.100, -1.960, 4.107], [-3.157, 1.029, -4.333], [0.341, -0.176, -6.646], [3.119, -3.838, 2.090], [0.837, 2.083, -3.878], [-1.805, 2.035, -3.790], [0.919, 6.362, -4.115], [0.427, 3.112, 6.087], [-1.213, 1.936, 4.689], [3.816, -3.566, -3.580], [-6.148, -0.242, 4.899], [-1.912, -3.712, -0.367], [-2.639, -4.798, 2.584], [3.467, 0.357, -4.162], [-0.710, -5.814, 3.773], [0.741, 4.141, -5.275], [2.830, 2.532, 5.956], [-2.609, -1.293, -6.187], [0.319, 6.129, 0.404], [1.152, -4.366, 4.524], [-2.222, -3.140, -1.989], [2.438, 2.108, 2.187], [-6.898, 2.234, 0.991], [4.102, -2.127, -2.584], [5.411, -2.912, 1.687], [0.498, 1.367, -5.820], [1.198, -2.704, 0.972], [2.759, -3.213, -2.202], [-4.634, 2.860, 0.185], [1.018, -2.380, -6.257], [-7.112, 0.898, 3.062], [1.838, 3.941, 3.768], [3.585, 0.814, 4.335], [1.958, -0.304, 2.878], [4.079, -0.763, -5.391], [-4.707, -3.225, -1.570], [-4.175, -1.065, 6.144], [-4.421, -3.723, 0.100], [-2.695, -2.380, 2.162], [0.721, 5.982, 2.845], [1.050, -3.731, -5.120], [1.194, 6.392, -1.650]]
}